(1)
Computed, not measured: C53H49BiClNO3P2Si as an isolated structure, with the ωB97M-V functional and the def2-TZVPD basis.

Summary:
Kohn-Sham gap: 0.30950 Ha
HOMO: -7.8 eV
energy relative to the best compared isomer or geometry (same formula, charge and spin): 0.0 kcal per mole
net charge: 0
E_LUMO: 0.60 eV

The geometry in XYZ format:
```
111
Properties=species:S:1:pos:R:3:mulliken_charge:R:1
H 2.07 -6.64 0.44 0.36
C 2.99 3.51 1.64 -0.56
H 3.87 0.08 3.16 0.50
H 2.74 4.46 1.20 0.36
O 0.83 1.47 -2.40 -1.26
C 0.85 -3.49 0.44 -0.35
C -1.70 -1.87 2.24 0.11
C -2.20 -0.60 2.54 -0.16
H -1.74 -0.59 5.89 0.38
C 3.00 3.06 -3.17 -0.49
H 2.82 -4.63 -2.24 0.17
H -1.91 -2.87 -2.09 -0.55
H 0.37 -6.26 -4.14 0.39
H 2.06 3.14 -3.69 0.51
H 1.85 -2.57 -5.86 0.33
H -0.83 -2.83 5.37 0.41
C -4.95 -3.96 -1.33 -0.69
H -6.76 -4.67 -0.48 0.37
H -2.61 0.84 4.07 0.42
H -2.23 0.17 -3.55 0.74
C -2.78 3.59 3.89 -0.69
C -2.18 2.09 -2.37 -0.79
H 5.07 3.97 1.81 0.44
H -2.57 0.04 1.74 0.07
C 0.22 5.68 1.36 -0.17
C -3.57 1.31 -0.74 -0.92
H 0.60 7.99 -1.09 0.37
H -0.80 -3.65 3.05 0.44
C -2.87 2.44 -1.22 -0.33
C 0.52 7.02 -0.62 -0.64
C 1.92 1.34 -1.73 1.72
C -0.01 -6.13 0.43 -0.82
C 0.60 5.87 -1.39 -1.01
O 4.46 1.17 -0.39 -0.66
N -2.90 -3.06 -2.20 0.05
H -0.38 3.16 6.24 0.42
C 0.50 -2.49 -2.95 -0.33
C 1.20 -3.44 -5.71 -1.04
Si 1.15 -3.92 -3.91 -0.24
H 4.00 4.55 -4.35 0.43
C -5.79 -4.23 -0.28 -0.60
C -0.84 3.23 5.26 -0.71
C -1.21 -2.67 3.27 -0.36
H -0.12 -5.59 -2.58 0.13
C -3.34 0.24 -1.60 -0.36
C -0.52 -3.77 0.46 0.81
H 3.58 0.77 -0.21 0.31
C -2.19 3.52 5.15 -0.53
C 1.35 -5.84 0.44 -0.56
H -6.08 -4.15 1.86 0.44
P 0.24 2.82 1.29 1.52
C -5.42 -3.94 1.03 -0.90
H 3.28 -5.18 -3.85 0.35
O 2.00 0.50 -0.80 -1.03
C 4.30 3.23 1.98 -0.69
C 5.40 2.81 -1.79 -0.67
H -1.54 2.72 -2.96 0.49
H -3.83 3.81 3.80 0.41
H -2.83 3.42 -0.75 0.66
C 3.64 1.05 2.74 -0.65
C 1.78 -4.52 0.45 -0.61
Bi -0.61 0.22 -1.12 2.84
H 0.21 -3.17 -6.07 0.31
H 0.75 5.93 -2.46 0.46
C -1.22 -2.21 4.58 -0.80
C -2.23 -0.15 3.85 -0.24
C 0.31 4.51 0.59 -0.71
H 6.32 2.69 -1.24 0.49
C 0.11 -1.54 -2.30 0.46
Cl 1.11 0.13 2.65 0.24
C -0.94 -5.10 0.45 -0.58
H 0.54 3.72 -1.39 0.49
C -1.73 -0.95 4.87 -0.70
C 1.97 2.57 1.83 0.01
H 0.08 5.61 2.43 0.41
H 0.99 2.81 4.22 0.40
H -3.76 -0.75 -1.53 0.42
H -2.78 3.69 6.04 0.34
H -4.19 1.27 0.15 0.55
C -0.65 3.11 2.86 0.38
C 4.31 2.02 -1.42 0.35
H 2.83 -4.29 0.45 0.49
C 4.08 3.84 -3.53 -0.88
H -0.35 -7.16 0.42 0.41
C -0.07 3.02 4.12 -0.45
C -2.42 0.69 -2.62 -0.68
C -0.01 -5.37 -3.65 -0.75
H 3.53 -3.49 -3.39 0.31
C 2.86 -4.34 -3.29 -0.82
H -1.00 -5.16 -4.06 0.25
H 6.13 4.31 -3.11 0.39
H -2.00 -5.33 0.45 0.48
P -1.66 -2.35 0.49 1.12
C 4.63 2.00 2.54 -0.69
C -3.29 -3.10 0.21 0.29
H -3.87 -3.15 2.27 0.44
H -2.48 3.42 1.78 0.20
C 5.28 3.70 -2.83 -0.35
C 3.10 2.15 -2.12 0.14
H 0.25 7.82 1.36 0.42
H -5.25 -4.18 -2.35 0.38
H 1.58 -4.26 -6.33 0.32
C -3.69 -3.39 -1.11 0.03
C 2.34 1.34 2.37 0.08
C 0.49 4.62 -0.78 -0.11
H -3.13 -3.49 -3.07 0.24
H 1.19 -2.46 0.41 0.15
C -4.17 -3.38 1.26 -0.65
H 5.65 1.77 2.80 0.34
C -2.01 3.38 2.76 -0.28
C 0.32 6.92 0.75 -0.66
```



(2)
Computed, not measured: a 5-piece molecular cluster, C20H51BO6PS overall, with the ωB97M-V functional and the def2-TZVPD basis.

Summary:
Kohn-Sham gap: 0.16286 Ha
HOMO: -2.3 eV
net charge: -1
E_LUMO: 2.15 eV

The geometry in XYZ format:
```
80
Properties=species:S:1:pos:R:3:mulliken_charge:R:1
H -2.33 -0.21 6.48 0.39
H -4.76 -0.93 -4.16 0.44
H 1.55 2.36 -0.65 0.19
H 9.18 1.42 3.82 0.31
C -8.59 -0.50 -3.31 -0.37
H -1.57 0.89 -0.79 0.27
C -1.05 -3.26 3.52 -1.10
H -8.51 0.95 -5.63 0.31
H 0.23 1.43 1.05 0.40
H -2.26 -1.16 0.40 0.22
H 9.95 0.74 0.23 0.39
H 6.05 -1.34 1.31 0.30
C -8.61 2.40 -4.03 -1.09
C -7.90 1.28 -4.78 -0.34
O 5.26 -2.41 -1.39 -0.46
H 1.95 -3.16 -1.34 0.07
H -2.53 -1.60 -3.30 0.31
H -1.56 -3.27 2.55 0.24
C 1.01 0.74 0.71 -0.33
H 7.73 2.20 4.42 0.32
H 1.50 0.47 -3.09 0.25
O -1.98 0.29 -2.65 -0.43
H 4.52 -0.44 1.56 0.21
H -7.99 2.75 -3.21 0.30
H -9.57 2.07 -3.62 0.27
S 2.33 -2.14 -2.14 -0.50
H -2.37 -0.33 -4.50 0.40
C -0.17 -2.03 3.65 -0.29
C 9.50 0.77 1.22 -1.03
C -2.08 -1.18 -0.68 -0.86
H -2.32 0.43 4.08 0.32
C -1.92 -0.54 4.39 -0.36
C 9.14 3.56 3.53 -1.02
H 2.89 1.81 0.37 0.26
O 7.68 1.88 2.46 -0.36
H -9.08 0.16 -2.58 0.31
P 4.79 -0.94 -0.78 0.11
H 0.37 -2.04 4.60 0.31
H -2.73 -1.27 4.28 0.32
H 0.57 -2.02 2.85 0.33
H 9.09 -0.22 1.44 0.24
H -8.80 3.23 -4.71 0.39
H -1.09 -1.43 6.20 0.27
H -8.10 -1.29 -2.74 0.33
H 9.88 3.60 2.73 0.26
H -3.28 0.58 -1.06 0.35
C 8.45 2.20 3.60 -0.36
H 1.51 0.29 1.56 0.23
H -0.70 0.27 5.97 0.29
H -1.07 -1.54 -0.86 0.20
H 4.47 -2.90 -1.69 0.23
H -6.96 1.64 -5.18 0.34
C 2.98 -0.98 -0.93 0.37
C 8.39 1.81 1.23 -0.36
C -2.27 0.20 -1.27 -0.38
O -0.87 -0.81 3.48 -0.29
C -1.48 -0.48 5.84 -1.12
H 8.78 2.80 0.96 0.30
H -2.78 -1.91 -1.11 0.44
C -9.63 -1.10 -4.25 -1.07
H 10.29 0.99 1.94 0.29
H -0.43 -4.16 3.59 0.40
H -10.37 -1.65 -3.67 0.39
H -4.66 -0.51 -2.45 0.22
H 8.41 4.35 3.35 0.29
B 2.46 0.43 -1.33 -0.03
H -10.15 -0.33 -4.82 0.27
C 4.99 -1.27 1.03 -1.00
H 0.53 -0.05 0.13 -0.31
C -4.24 -0.29 -3.44 -0.78
O -7.54 0.18 -3.96 -0.33
H -4.47 0.75 -3.67 0.24
O 2.28 0.84 -2.68 -0.73
H -9.15 -1.78 -4.95 0.30
C -2.74 -0.54 -3.50 -0.61
H 9.65 3.76 4.47 0.38
H 7.64 1.54 0.49 0.36
H 4.45 -2.19 1.30 0.32
H -1.81 -3.32 4.30 0.30
C 2.01 1.48 -0.21 -0.61
```